A 14-piece molecular cluster, C76H164BClF4N8O12 overall, computed with the ωB97M-V functional and the def2-TZVPD basis.

Its highest occupied orbital energy is -6.984 eV. The net charge is +2. The LUMO energy is -0.141 hartree. The total energy comes out at -5218.98975 Eh. For the largest force on an atom, the calculation gives 6.27 eV/A.

Positions of all 266 atoms, in Å:
C 3.880 -4.791 4.783
C 4.724 -5.777 3.920
C 6.135 -5.210 3.639
N 7.191 -6.238 3.115
C 7.568 -7.358 4.023
C 8.514 -6.889 5.127
C 9.736 -6.164 4.595
C 9.275 -4.918 3.724
C 8.404 -5.516 2.577
C 6.632 -6.935 1.874
H 2.850 -5.147 4.782
H 3.674 -3.795 4.390
H 4.237 -4.731 5.811
H 4.202 -5.849 2.965
H 4.797 -6.779 4.342
H 6.623 -4.775 4.511
H 6.019 -4.503 2.817
H 6.709 -7.894 4.426
H 8.161 -8.171 3.605
H 7.929 -6.243 5.782
H 8.887 -7.736 5.704
H 10.505 -5.959 5.340
H 10.322 -6.757 3.893
H 8.790 -4.219 4.405
H 10.083 -4.450 3.161
H 8.008 -4.742 1.919
H 9.078 -6.171 2.024
H 6.283 -6.123 1.237
H 5.724 -7.512 2.052
H 7.441 -7.375 1.292
C -7.592 7.955 -1.240
C -6.387 7.035 -1.343
C -6.266 6.594 -2.768
N -5.185 5.522 -3.065
C -5.352 4.177 -2.304
C -4.318 3.155 -2.802
C -4.366 2.908 -4.341
C -4.263 4.245 -5.133
C -5.226 5.315 -4.657
C -3.749 6.014 -2.725
H -7.630 8.277 -0.199
H -8.515 7.378 -1.295
H -7.548 8.819 -1.903
H -6.563 6.147 -0.737
H -5.431 7.463 -1.041
H -6.106 7.366 -3.521
H -7.122 5.994 -3.077
H -6.360 3.877 -2.592
H -5.221 4.335 -1.234
H -4.490 2.215 -2.278
H -3.327 3.390 -2.414
H -5.395 2.578 -4.483
H -3.713 2.107 -4.689
H -4.418 4.101 -6.202
H -3.219 4.549 -5.050
H -6.292 5.102 -4.739
H -5.065 6.238 -5.215
H -3.649 7.020 -3.133
H -2.971 5.439 -3.226
H -3.639 6.092 -1.643
C -4.484 -0.722 -3.409
C -5.781 -1.565 -3.417
C -6.744 -1.148 -4.612
N -8.007 -2.000 -4.709
C -9.004 -1.630 -3.525
C -10.420 -2.206 -3.726
C -11.074 -1.848 -5.013
C -10.157 -2.218 -6.178
C -8.704 -1.661 -6.037
C -7.692 -3.535 -4.665
H -3.838 -1.246 -4.114
H -4.163 -0.736 -2.368
H -4.717 0.298 -3.716
H -6.072 -1.680 -2.373
H -5.432 -2.585 -3.583
H -6.303 -1.089 -5.607
H -7.078 -0.129 -4.414
H -9.047 -0.541 -3.546
H -8.566 -1.862 -2.554
H -11.011 -2.041 -2.825
H -10.301 -3.289 -3.690
H -11.266 -0.777 -5.079
H -11.982 -2.442 -5.117
H -10.658 -1.697 -6.994
H -10.218 -3.303 -6.261
H -8.850 -0.581 -6.064
H -7.995 -1.905 -6.829
H -7.124 -3.798 -5.557
H -8.571 -4.175 -4.588
H -7.210 -3.861 -3.743
C 2.928 -2.062 1.874
C 2.212 -1.120 0.927
C 0.656 -1.108 0.972
N -0.237 0.003 0.260
C -0.082 1.370 1.028
C -1.030 2.423 0.551
C -2.492 1.948 0.542
C -2.687 0.579 -0.161
C -1.705 -0.471 0.320
C 0.270 0.057 -1.185
H 2.786 -1.867 2.937
H 3.991 -1.908 1.689
H 2.713 -3.118 1.709
H 2.537 -1.267 -0.103
H 2.648 -0.196 1.308
H 0.318 -1.144 2.008
H 0.387 -2.017 0.435
H -0.389 1.122 2.044
H 0.956 1.685 0.920
H -0.998 3.345 1.131
H -0.770 2.600 -0.493
H -2.755 1.825 1.593
H -3.062 2.769 0.107
H -3.669 0.121 -0.043
H -2.779 0.665 -1.243
H -1.817 -0.638 1.392
H -1.901 -1.357 -0.285
H -0.388 0.774 -1.674
H 0.121 -0.901 -1.683
H 1.267 0.498 -1.178
C 6.762 3.747 1.765
C 6.102 2.608 2.578
C 6.996 1.865 3.623
N 6.204 0.834 4.462
C 7.112 0.118 5.463
C 8.193 -0.817 4.746
C 7.582 -1.820 3.791
C 6.537 -1.118 2.930
C 5.468 -0.296 3.653
C 5.166 1.381 5.426
H 7.592 3.328 1.194
H 7.184 4.525 2.402
H 6.071 4.187 1.046
H 5.822 1.867 1.829
H 5.238 2.980 3.129
H 7.435 2.579 4.319
H 7.868 1.389 3.174
H 7.646 0.856 6.063
H 6.596 -0.536 6.167
H 8.895 -0.145 4.252
H 8.752 -1.345 5.519
H 8.395 -2.176 3.159
H 7.185 -2.661 4.359
H 6.970 -0.587 2.083
H 6.133 -1.950 2.353
H 4.831 0.233 2.944
H 4.802 -0.814 4.343
H 4.357 1.784 4.816
H 5.577 2.294 5.857
H 4.743 0.632 6.095
C -7.078 2.179 0.034
C -6.482 1.862 1.328
C -6.975 0.546 1.909
N -6.258 -0.138 3.094
C -5.134 -1.048 2.552
C -4.258 -1.686 3.663
C -3.594 -0.615 4.609
C -4.738 0.285 5.171
C -5.604 0.917 4.031
C -7.213 -1.085 3.945
H -7.019 3.238 -0.217
H -8.122 1.868 -0.009
H -6.510 1.746 -0.789
H -6.464 2.731 1.985
H -5.398 1.822 1.218
H -7.008 -0.268 1.186
H -8.004 0.788 2.172
H -4.454 -0.412 1.985
H -5.584 -1.774 1.875
H -3.413 -2.177 3.180
H -4.701 -2.453 4.299
H -2.836 -0.038 4.078
H -3.099 -1.059 5.472
H -4.298 1.048 5.814
H -5.316 -0.366 5.827
H -4.943 1.521 3.409
H -6.337 1.616 4.432
H -7.779 -0.377 4.550
H -6.614 -1.786 4.527
H -7.855 -1.586 3.221
C 4.041 2.654 -1.383
C 3.579 4.098 -1.485
C 1.990 4.239 -1.548
N 1.576 5.739 -1.464
C 2.146 6.435 -2.713
C 1.633 7.892 -2.899
C 0.131 8.099 -2.681
C -0.421 7.195 -1.485
C 0.076 5.812 -1.470
C 2.173 6.414 -0.217
H 3.833 2.340 -0.361
H 5.061 2.447 -1.707
H 3.438 1.969 -1.979
H 3.889 4.504 -2.448
H 4.014 4.686 -0.677
H 1.574 3.707 -0.693
H 1.469 3.783 -2.390
H 1.786 5.883 -3.580
H 3.235 6.474 -2.698
H 2.023 8.273 -3.843
H 2.041 8.587 -2.165
H -0.466 7.730 -3.515
H -0.165 9.121 -2.446
H -1.509 7.183 -1.427
H -0.115 7.650 -0.543
H -0.281 5.381 -2.406
H -0.273 5.140 -0.686
H 3.259 6.446 -0.304
H 1.807 5.950 0.699
H 1.920 7.472 -0.273
C 3.547 -5.735 -0.098
C 3.138 -4.834 -1.359
C 4.308 -4.940 -2.367
N 4.049 -4.130 -3.652
C 5.453 -4.234 -4.453
C 6.618 -3.326 -3.817
C 6.160 -1.860 -3.555
C 4.934 -1.807 -2.684
C 3.755 -2.598 -3.376
C 2.869 -4.685 -4.461
H 4.143 -6.617 -0.333
H 2.797 -6.220 0.528
H 4.261 -5.220 0.545
H 2.788 -3.851 -1.045
H 2.274 -5.235 -1.890
H 4.465 -5.979 -2.658
H 5.221 -4.521 -1.944
H 5.635 -5.308 -4.420
H 5.090 -3.783 -5.376
H 7.129 -3.861 -3.017
H 7.414 -3.308 -4.561
H 6.918 -1.328 -2.980
H 6.061 -1.249 -4.452
H 5.006 -2.278 -1.704
H 4.733 -0.755 -2.482
H 2.840 -2.518 -2.789
H 3.648 -2.120 -4.349
H 2.783 -4.142 -5.402
H 1.911 -4.550 -3.960
H 3.129 -5.715 -4.705
Cl -4.090 5.256 1.248
B -0.637 2.191 -4.094
F -1.329 3.103 -3.321
F -0.418 2.780 -5.328
F 0.588 1.994 -3.516
F -1.304 1.021 -4.309
O -3.296 3.055 4.263
C -1.982 2.861 4.540
O -1.143 3.347 3.831
O -1.593 2.086 5.431
H -3.390 3.743 3.600
O 1.340 -1.855 5.390
C 1.273 -0.545 5.205
O 0.592 -0.010 4.278
O 1.967 0.313 5.856
H 0.822 -2.296 4.712
O -1.259 -3.578 1.916
C -0.311 -4.176 2.619
O -0.058 -3.804 3.789
O 0.341 -5.132 2.074
H -1.093 -4.042 1.092
O -1.077 -4.318 -0.661
C -1.044 -3.969 -1.932
O 0.116 -3.907 -2.363
O -2.078 -3.777 -2.525
H -0.157 -4.497 -0.454